(1)
73
Properties=species:S:1:pos:R:3:forces:R:3 method="wB97M-V/def2-TZVPD" spin_multiplicity=6 s2=8.772 fmax_ev_per_a=0.4 total_charge=+1 homo_ha="-0.405 / -0.441"
Os 1.31320 -0.53302 0.54653 -0.4192 -0.0829 -0.0308
O -1.17856 3.01019 -0.89082 0.0481 -0.0122 -0.1626
P -0.31717 1.98934 -0.08956 0.1144 0.0085 -0.0269
O -0.31792 0.59260 -0.62655 0.1541 0.0146 0.0848
O -0.76111 2.06314 1.38818 -0.0750 0.0141 -0.0001
O 1.19612 2.51843 -0.06836 -0.0586 0.0397 -0.0702
P 2.12922 2.01114 -1.34859 0.0367 -0.0120 0.0111
O 3.46740 2.81175 -1.08529 0.0196 0.1845 -0.1413
O 1.41920 2.34729 -2.58700 0.0096 0.0165 -0.0356
O 2.45033 0.55424 -0.99966 0.0983 -0.0196 0.0133
H -0.89311 3.05813 -1.82599 -0.0640 -0.0005 0.2108
H 3.53793 3.59869 -1.64828 -0.0259 -0.1662 0.1156
O -0.98517 -3.87621 0.19305 -0.0798 -0.0500 -0.0125
Cl -1.37822 -2.54164 -0.15470 -0.0253 0.0290 -0.1634
O -2.78193 -2.35044 -0.04623 0.0070 -0.0579 0.0418
O -0.88241 -2.18698 -1.44807 -0.0304 -0.0219 0.0900
O -0.73184 -1.63743 0.85936 0.0241 0.0398 0.0110
C 1.50941 -5.70362 1.32856 0.0095 0.0364 -0.0096
N 1.76200 -4.70464 0.28869 0.0548 -0.0023 -0.0149
C 1.76859 -5.05543 -1.02231 0.0287 0.0485 -0.0390
C 1.86482 -4.14942 -2.01640 0.0104 -0.0575 0.0787
C 1.92070 -2.77442 -1.65434 -0.1244 -0.0349 0.1008
N 1.86470 -2.43233 -0.35069 0.1154 -0.0990 -0.0817
C 1.77343 -3.37689 0.64408 0.0656 -0.0181 -0.0849
O 1.71541 -3.01036 1.81336 -0.0774 0.0070 0.0842
N 2.02483 -1.82446 -2.56249 0.0162 0.0496 -0.0809
H 0.43551 -5.82981 1.46061 0.0041 0.0064 0.0075
H 1.94927 -5.35929 2.25815 0.0150 -0.0091 -0.0004
H 1.96976 -6.64182 1.02965 -0.0236 -0.0067 -0.0038
H 1.70215 -6.11653 -1.21970 -0.0083 0.0080 -0.0017
H 1.88263 -4.45396 -3.05032 0.0022 0.0063 -0.0064
H 1.96224 -2.05906 -3.53770 0.0132 -0.0003 -0.0034
H 2.07804 -0.84584 -2.29544 0.0039 -0.0059 0.0330
C 4.46223 -1.51908 1.40873 -0.0224 0.0404 0.0054
Si 3.22998 -0.31003 2.13517 0.0876 -0.0272 -0.0764
C 3.96189 1.39171 1.93877 0.0102 0.0086 0.0010
C 2.76300 -0.75756 3.88406 0.0510 -0.0754 0.0206
Ge 0.13428 0.76793 2.46935 -0.0319 0.1798 0.1374
Si 0.24148 2.68821 4.16913 0.0815 -0.0384 0.0016
C 1.53987 3.80014 3.42703 -0.0186 -0.0605 -0.0627
C -1.43163 3.48591 4.04279 0.0343 -0.0183 -0.0255
C 0.68943 2.16631 5.89954 -0.0628 0.0780 -0.0325
Si -1.72976 -0.56902 3.74743 0.0281 -0.0960 0.0448
C -3.10496 -0.23925 2.55371 0.0321 0.0313 -0.0238
C -2.10221 0.02616 5.46549 0.0309 -0.0526 -0.0359
C -0.91608 -2.23006 3.89420 0.0296 0.0589 -0.0459
H 5.42754 -1.31144 1.88118 0.0065 0.0011 0.0114
H 4.58245 -1.35926 0.33661 0.0096 -0.0030 -0.0097
H 4.20034 -2.55751 1.59738 0.0042 0.0085 0.0140
H 4.73646 1.54266 2.69620 -0.0033 0.0191 0.0061
H 3.24932 2.21057 2.00158 -0.0475 0.0203 0.0389
H 4.43309 1.45174 0.95636 0.0148 0.0211 0.0120
H 3.67077 -0.94846 4.46284 -0.0007 0.0152 0.0175
H 2.15906 -1.66635 3.89327 0.0206 0.0249 -0.0029
H 2.21980 0.04193 4.38794 -0.0461 0.0580 0.0568
H 1.46212 3.87086 2.34108 0.0227 0.0175 0.0130
H 2.54744 3.49112 3.69901 0.0412 -0.0248 -0.0185
H 1.37449 4.79980 3.84144 -0.0175 0.0020 0.0011
H -1.69082 3.68927 3.00545 0.0028 0.0228 0.0023
H -1.35531 4.44369 4.56759 -0.0226 0.0006 0.0157
H -2.23903 2.92219 4.50273 -0.0236 -0.0513 0.0242
H 1.43692 1.37845 5.96109 0.0398 -0.0383 -0.0203
H -0.18812 1.86711 6.46838 -0.0022 -0.0283 0.0246
H 1.11174 3.05043 6.38726 0.0053 -0.0013 0.0153
H -3.38780 0.81447 2.58610 -0.0036 -0.0022 0.0038
H -3.96752 -0.83135 2.87862 -0.0064 -0.0081 0.0035
H -2.86467 -0.52358 1.53129 -0.0081 -0.0070 0.0352
H -2.52430 1.02230 5.54515 -0.0265 0.0868 -0.0010
H -1.24534 -0.07161 6.13053 0.0041 0.0116 -0.0047
H -2.86050 -0.68014 5.82557 -0.0213 0.0220 0.0234
H -0.37491 -2.52670 3.00132 0.0101 -0.0839 -0.0538
H -1.70739 -2.96430 4.08130 -0.0180 -0.0017 -0.0342
H -0.24160 -2.24624 4.75257 -0.0230 0.0377 0.0053

(2)
67
Properties=species:S:1:pos:R:3:forces:R:3 method="wB97M-V/def2-TZVPD" fmax_ev_per_a=1.7 homo_ha=-0.230
C -1.54405 -5.33584 -1.55064 0.1517 -0.3656 0.1073
C -0.88892 -3.97574 -1.72629 -0.2840 0.0366 0.4886
C -1.30302 -3.41884 -3.06164 0.1544 0.1726 -1.0270
O 0.55100 -4.13930 -1.56842 0.0675 0.8473 -0.1691
C 1.28418 -2.98895 -1.50476 -0.3704 -0.2360 0.5571
S 2.85285 -3.00094 -0.95760 0.8723 -1.4047 0.1186
S 0.63748 -1.47544 -1.80205 -0.5585 1.1557 -0.2226
H -2.64113 -5.20672 -1.52876 0.4726 -0.0789 -0.0347
H -1.27904 -5.98289 -2.40449 -0.1513 0.1913 0.3342
H -1.22777 -5.84574 -0.63102 -0.0775 0.2194 -0.1681
H -1.23259 -3.28910 -0.93266 0.2489 -0.2138 -0.1517
H -2.36567 -3.14637 -3.02981 0.1602 -0.0874 0.0108
H -0.72595 -2.52653 -3.35120 -0.4781 -0.6079 0.1117
H -1.16723 -4.19727 -3.82364 -0.0846 0.1424 0.0118
C -2.63445 3.77341 1.98462 0.0264 0.4103 -0.1349
N -1.85420 2.56736 1.91279 -0.3208 -0.6089 0.4074
C -2.19073 1.47471 2.65475 -0.5835 -0.0736 1.0619
O -3.08403 1.41783 3.49666 1.0041 0.0444 -1.1912
C -1.21459 0.35270 2.30470 0.1626 0.2587 0.4677
C -1.87192 -0.85447 1.65375 -0.4135 -0.3957 -0.3284
C -2.80165 -1.55265 2.62068 -0.2572 -0.2131 -0.1208
C -4.16067 -1.68861 2.29461 0.2648 0.2082 0.6253
C -5.05661 -2.17050 3.25529 0.2254 -0.0622 0.0338
C -4.58129 -2.56510 4.51556 0.2987 -0.0021 -0.1636
C -3.20580 -2.51749 4.80613 -0.0467 0.1225 -0.3986
C -2.31223 -2.01875 3.84674 -0.5023 0.1286 0.1281
N -0.29138 1.04317 1.39408 1.1211 -1.1451 -0.5575
C 0.74145 0.38171 0.84109 -0.5191 0.1923 0.7362
C 1.59775 0.95500 -0.08564 1.1166 0.7728 -0.5308
C 2.75295 0.36381 -0.59762 -1.3998 -0.1369 0.4000
C 3.59706 0.97457 -1.58948 0.6999 1.1766 -0.8921
C 4.72639 0.31251 -2.14027 -0.3040 -0.4071 0.5157
C 5.58480 0.93413 -3.03918 -0.0964 0.4335 -0.0839
C 5.34602 2.25453 -3.46264 -0.4175 -0.3991 0.1650
C 6.22062 2.95480 -4.46328 0.2823 0.2494 -0.2858
C 4.21446 2.91702 -2.95818 0.1500 -0.3300 0.0795
C 3.37064 2.30631 -2.04137 0.0877 -0.3136 0.0472
C -0.70865 2.40163 1.02887 -0.3430 0.7631 -0.1190
C -1.16957 2.52955 -0.43335 -0.1107 -0.1601 -0.0097
C 0.34547 3.48413 1.34568 0.0075 -0.2615 0.2160
H -3.44342 3.61858 2.70066 0.1713 -0.0610 -0.0928
H -2.01173 4.60817 2.32023 -0.1481 -0.0083 -0.0194
H -3.06257 4.01625 1.00671 0.0094 0.0206 0.1200
H -0.70744 0.01621 3.23708 -0.1345 0.4429 -0.5926
H -2.43558 -0.53070 0.76575 0.1672 -0.0630 0.1732
H -1.10149 -1.54943 1.28986 -0.0651 0.1882 0.0819
H -4.50514 -1.33626 1.31666 0.0339 -0.1684 0.3955
H -6.12770 -2.21701 3.02033 0.5075 -0.0372 0.1732
H -5.28074 -2.91896 5.27609 0.2186 0.0977 -0.2629
H -2.82169 -2.84715 5.77833 -0.2642 0.1200 -0.4076
H -1.23830 -1.92376 4.06301 -0.5400 -0.1858 0.0152
H 0.86982 -0.65466 1.20290 0.1161 0.6475 -0.3381
H 1.31634 1.94634 -0.45735 0.3407 -0.7598 0.1661
H 3.03803 -0.62261 -0.23338 -0.0437 0.0026 -0.1345
H 4.90029 -0.72965 -1.84385 -0.0549 0.4282 -0.1043
H 6.46246 0.41227 -3.43137 -0.3753 0.0378 0.1767
H 5.81502 3.95489 -4.67511 0.2187 -0.2902 0.0486
H 7.25538 3.07210 -4.10790 -0.3104 -0.0272 0.0499
H 6.29834 2.42212 -5.42441 -0.1860 0.0096 0.3626
H 4.01578 3.92806 -3.30846 -0.0585 -0.1573 0.1667
H 2.52131 2.88113 -1.67086 0.2366 -0.1735 -0.0959
H -2.08576 1.94498 -0.59520 0.2649 0.1426 0.0182
H -1.36922 3.59006 -0.63538 -0.0306 -0.3248 -0.0597
H -0.40653 2.17698 -1.13024 -0.2534 0.1007 0.0293
H 0.51898 3.52602 2.42986 -0.0490 0.0603 -0.2900
H 1.29524 3.26079 0.85541 -0.1769 0.2072 0.1610
H -0.01961 4.45356 0.97870 0.1502 -0.2714 0.2255

(3)
22
Properties=species:S:1:pos:R:3:forces:R:3 method="wB97M-V/def2-TZVPD" fmax_ev_per_a=3.5 total_charge=-1 homo_ha=-0.104
C -1.57201 -0.93197 -0.59341 -0.1832 -2.0251 -0.6782
C -2.25423 0.24657 -1.22580 0.6852 0.9525 -0.4946
S -3.59014 0.79340 -0.15855 -0.3986 0.3515 0.1837
C -0.96996 -0.69386 0.78773 -2.7585 0.1897 -2.2070
N 0.69738 -1.15094 0.54008 0.1946 1.4559 -0.4519
C 2.85793 0.35877 -1.44148 1.2759 -1.0340 0.4803
C 0.27100 0.13363 0.79056 3.1569 0.7106 1.0402
C 0.70686 0.64297 2.18057 -2.0113 -2.3622 0.7285
H -0.84224 -1.36897 -1.35687 -0.6108 0.4185 1.3814
H -2.34643 -1.73498 -0.35937 0.5930 0.9119 -0.8133
H -1.50655 1.10550 -1.39160 -0.8296 -1.1527 0.1446
H -2.53579 -0.10267 -2.24274 -0.2654 0.4280 0.4467
H -1.06183 -1.54917 1.36658 0.3170 -1.7687 1.3341
H -1.77062 -0.08789 1.32526 0.5226 0.3649 -0.3344
H 2.03744 0.83916 -1.99270 -0.0895 -0.3873 0.7535
H 3.29178 -0.42299 -2.11636 -0.1470 0.8078 0.3148
H 3.64217 1.13429 -1.22713 -0.6464 -0.7676 -0.1729
H 2.63890 -0.25055 -0.49226 -0.2776 1.4035 -1.4504
H 0.17005 1.03460 0.08022 0.0669 -1.5660 0.2585
H 1.59147 1.26176 2.08343 0.0832 -0.0272 0.5775
H -0.19040 1.08453 2.61500 0.3594 1.1556 0.1199
H 0.73523 -0.34119 2.82883 0.9631 1.9404 -1.1609

(4)
12
Properties=species:S:1:pos:R:3:forces:R:3 method="wB97M-V/def2-TZVPD" smiles="C=C.C=C" fmax_ev_per_a=6.1 homo_ha=-0.345
C 1.06441 1.09281 0.38017 1.4535 0.0485 0.6496
C 0.01345 1.66021 -0.14723 0.3154 3.3636 -0.7330
C -0.89163 -0.82585 -0.00267 -2.8941 -3.5177 4.0565
C -0.29065 -1.89737 -0.39859 -0.2985 -1.2851 0.6179
H 1.89487 0.74885 -0.20810 0.2292 -0.2173 -0.1978
H 1.11827 0.88205 1.45293 -0.0140 0.1513 -0.3811
H -0.06003 1.95438 -1.25777 -0.0667 -0.6498 1.9491
H -0.67477 2.07798 0.60396 -0.3422 -0.3016 -0.9497
H -0.64681 0.06858 -0.34917 -0.4142 2.4239 -1.5547
H -1.49255 -0.97112 0.98621 0.7518 0.8322 -1.9680
H 0.37822 -1.97996 -1.16677 1.5990 0.2688 -2.1963
H -0.41279 -2.81056 0.10704 -0.3193 -1.1167 0.7077

Table of ΔE to the lowest compared entry with this formula, charge and spin (kcal/mol), in record order: 0.0, 0.0, 116.1, 69.1